A structure of composition C25H28N4OPtSSi2 in a non-equilibrium geometry, computed with ωB97M-V with the def2-TZVPD basis set.

Element x y z (Å)
C1 1.530 -0.530 -3.783
C2 0.303 0.024 3.402
C3 2.406 -1.447 -1.090
C4 -2.900 -3.696 -3.548
H1 -2.994 -4.047 -4.568
H2 0.375 4.312 1.832
C5 -3.034 -2.879 1.535
N1 -1.168 -1.004 1.854
C6 0.581 3.273 2.116
C7 3.904 3.089 -2.241
H3 -0.129 2.998 2.905
H4 -2.639 -2.501 2.468
C8 -3.550 -3.685 -1.253
Si1 1.376 -0.166 -1.962
O1 0.335 0.523 1.040
C9 2.455 3.619 -0.413
H5 -2.898 -3.962 1.496
C10 -1.957 -2.730 -3.222
H6 3.433 -1.398 -1.477
H7 -1.305 -2.299 -3.970
C11 1.615 0.442 3.578
H8 1.789 0.353 6.960
H9 3.994 4.930 -1.140
H10 -1.509 3.716 0.124
H11 -4.477 -4.906 -2.764
C12 1.773 2.401 -0.551
H12 -0.552 -0.404 6.656
C13 -2.341 -2.219 0.387
H13 -2.098 2.054 0.303
C14 1.371 0.261 5.963
H14 -1.489 -0.626 4.367
C15 -3.713 -4.170 -2.547
C16 3.244 1.873 -2.391
C17 2.150 0.558 4.854
N2 -2.126 0.761 -2.782
Pt1 -0.840 -0.246 -1.414
C18 -0.470 -0.293 4.517
H15 2.013 -2.453 -1.276
H16 2.437 -1.281 -0.006
Si2 0.345 2.193 0.626
H17 4.727 3.342 -2.900
H18 2.228 0.651 2.710
S1 -3.420 -0.016 -5.142
C19 2.166 1.506 -1.578
C20 -0.247 -0.148 2.023
N3 -1.815 -2.269 -1.982
H19 3.178 0.878 4.982
H20 1.334 -1.597 -3.950
H21 2.163 4.314 0.373
C21 3.502 3.973 -1.255
H22 -4.107 -2.675 1.492
H23 3.581 1.201 -3.172
C22 -2.588 -2.732 -1.006
C23 0.059 -0.166 5.793
H24 -4.171 -4.047 -0.444
H25 2.539 -0.318 -4.157
H26 1.588 3.226 2.537
N4 -1.517 -1.275 0.528
C24 -2.678 0.456 -3.780
C25 -1.285 2.665 -0.100
H27 -1.291 2.541 -1.184
H28 0.814 0.053 -4.373

Forces on atoms 1 to 2 (eV/Å):
C -0.09 -0.03 -0.38
C -0.20 -0.04 -0.14

Calculated values
Max |F|   2.0 eV Å⁻¹
Gap between HOMO and LUMO (alpha / beta)   0.2336 / 0.2359 Eh
Energy above the lowest of the compared OMol25 structures with the same formula, charge and spin   1.881 eV
HOMO level (alpha / beta)   -7.1 / -7.2 eV
Calculated total energy   -2360.25175 a.u.


A cluster of 2 separate species, C25H28N6O2 in total in a non-equilibrium geometry, computed with ωB97M-V with the def2-TZVPD basis set.

Element x y z (Å)
H1 -2.326 -3.283 4.360
C1 -0.366 -3.309 3.739
C2 1.464 1.325 -3.405
C3 -1.872 -2.944 1.822
H2 1.045 -3.704 -0.612
H3 -5.117 -1.528 0.097
H4 0.992 6.907 -1.628
N1 -3.801 -2.891 -1.302
H5 0.011 -0.909 -2.398
O1 3.252 -0.204 -3.499
H6 -2.106 0.549 -3.112
H7 2.560 -3.981 1.272
N2 2.186 -0.240 -1.576
H8 -2.285 -1.211 -2.897
C4 1.380 4.894 -0.945
N3 -0.653 -0.347 -1.890
C5 -1.039 -3.217 -0.428
C6 -0.865 5.205 0.677
H9 0.949 1.899 -2.641
H10 1.310 -0.667 0.231
H11 -0.481 3.183 1.333
C7 0.670 6.104 -0.984
C8 -0.460 6.258 -0.162
H12 -4.754 -2.663 -1.563
C9 1.938 2.706 -0.309
H13 -1.152 -3.385 5.638
C10 1.299 0.170 -0.467
N4 2.516 4.449 -1.586
C11 -2.105 -2.921 0.435
H14 3.054 4.990 -2.247
C12 -2.020 -0.275 -2.403
C13 1.970 -3.813 3.330
N5 -1.373 -3.132 4.678
H15 1.101 -3.613 5.285
H16 -1.738 5.324 1.305
O2 -0.949 0.989 -0.123
H17 -1.020 7.184 -0.176
H18 2.085 2.001 -3.989
C14 1.740 -3.780 1.954
C15 -0.202 0.306 -0.811
H19 2.965 -4.025 3.710
H20 2.959 1.075 0.567
C16 2.353 0.249 -2.809
C17 -3.431 -2.614 -0.101
H21 3.716 2.610 -1.537
H22 -1.209 -3.235 -1.502
C18 -0.150 3.992 0.698
C19 0.916 -3.581 4.217
C20 0.235 -3.486 0.076
C21 1.930 1.341 0.320
C22 0.462 -3.499 1.456
C23 -0.604 -3.246 2.350
H23 1.398 1.424 1.269
H24 -4.027 -1.490 1.449
C24 2.860 3.173 -1.183
H25 -2.693 -2.737 2.498
H26 2.858 -0.957 -1.352
C25 0.990 3.802 -0.114
N6 -4.381 -1.973 0.629
H27 0.733 0.858 -4.060
H28 -2.720 -0.106 -1.582

Forces on atoms 1 to 2 (eV/Å):
H 0.50 -0.03 0.50
C 0.79 -0.49 1.57

Calculated values
Max |F|   3.7 eV Å⁻¹
Gap between HOMO and LUMO   0.2860 Eh
Energy above the lowest of the compared OMol25 structures with the same formula, charge and spin   0.000 eV
HOMO level   -7.7 eV
Calculated total energy   -1448.53376 a.u.
SMILES   CNC(=O)[C@H](Cc1c[nH]c2ccccc12)NC(C)=O.[H]/N=C(\N)c1ccc2cccc(N)c2c1


A structure of composition C25H28N6O2S2Sc in a non-equilibrium geometry, computed with ωB97M-V with the def2-TZVPD basis set.

Element x y z (Å)
H1 -2.638 0.001 4.055
H2 -1.102 -0.730 -3.085
H3 -1.962 0.320 -1.927
H4 -1.546 7.683 1.978
N1 1.557 1.319 1.364
H5 -0.156 5.706 1.462
C1 -1.836 4.428 1.156
N2 0.484 -1.335 0.806
C2 -4.000 5.402 1.423
O1 0.119 3.183 -0.222
H6 2.662 -3.067 4.498
H7 1.591 1.388 -2.046
H8 -5.075 5.312 1.403
H9 -1.084 -1.125 5.020
C3 3.228 1.148 2.941
H10 -3.080 -0.581 1.193
H11 -0.078 1.991 -2.171
C4 -1.202 -0.463 -2.024
H12 -2.652 1.250 2.791
Sc1 -0.191 0.514 0.588
H13 -1.918 -1.935 1.106
N3 -0.044 2.820 2.268
C5 0.675 -1.662 2.134
S1 -0.809 3.038 0.878
C6 1.814 -3.088 -0.323
C7 -2.007 6.736 1.742
H14 2.964 -4.453 -1.471
C8 0.570 1.124 -2.336
C9 1.807 -2.558 4.079
H15 1.573 -1.016 -3.559
O2 -1.670 1.839 0.605
S2 2.101 2.211 3.722
C10 1.075 2.120 2.312
C11 -2.389 -1.204 1.767
C12 2.776 0.792 1.724
H16 0.543 0.866 -3.402
C13 1.652 -1.576 -2.640
H17 2.882 -3.080 -3.536
H18 -1.521 -1.359 -1.486
H19 -1.268 1.128 3.898
N4 0.098 0.007 -1.500
H20 3.280 0.148 1.019
H21 0.782 -2.380 5.958
C14 -3.216 4.307 1.143
H22 4.140 0.881 3.435
N5 -1.358 -0.346 2.387
C15 0.769 -2.162 4.901
N6 -4.165 7.706 2.068
H23 -3.726 8.580 2.294
H24 2.609 -2.622 2.113
C16 1.014 -1.137 -1.494
H25 -2.958 -1.745 2.537
H26 -5.166 7.652 2.044
C17 -2.015 0.556 3.343
C18 1.767 -2.323 2.716
C19 2.392 -2.748 -2.634
C20 2.438 -3.512 -1.478
H27 1.819 -3.720 0.548
C21 1.132 -1.863 -0.280
C22 -1.231 5.641 1.455
C23 -0.293 -1.451 4.362
C24 -0.329 -1.165 3.010
C25 -3.409 6.635 1.745
H28 -3.663 3.354 0.909

Forces on atoms 1 to 2 (eV/Å):
H 0.08 0.04 -0.14
H -0.04 0.06 0.19

Calculated values
Max |F|   2.3 eV Å⁻¹
Gap between HOMO and LUMO   0.2905 Eh
HOMO level   -9.9 eV
Calculated total energy   -3005.48759 a.u.
Net charge   +1


A structure of composition C25H29AlBBr4ClF7LiMgN3O7P in a non-equilibrium geometry, computed with ωB97M-V with the def2-TZVPD basis set.

Element x y z (Å)
H1 -0.213 -1.702 1.548
C1 4.043 4.517 -1.612
B1 -5.413 -0.617 -3.663
H2 1.997 -7.786 -0.924
H3 2.124 5.615 -1.961
H4 5.523 0.231 0.291
H5 2.271 -8.512 1.543
H6 -1.685 6.477 -1.522
C2 -7.888 -6.843 2.799
O1 3.539 5.573 -5.255
C3 2.996 5.469 -1.237
H7 -2.037 2.267 0.316
H8 -0.187 -4.863 -1.123
C4 -2.058 4.404 -0.695
C5 1.889 7.106 0.316
H9 0.200 2.621 1.415
C6 5.915 2.108 -0.884
H10 1.542 4.759 1.084
F1 -5.135 -0.828 -5.040
C7 -7.037 -5.227 4.817
C8 5.812 1.304 0.473
H11 4.572 1.291 -2.511
C9 0.772 -5.368 -0.903
H12 3.961 3.959 -2.577
H13 -8.260 -7.491 2.017
N1 6.243 3.375 -0.861
F2 2.606 -4.700 0.585
H14 2.662 -6.831 1.243
Mg1 -4.102 2.371 -0.257
Br1 -1.457 -2.329 -0.498
H15 5.016 1.813 1.086
F3 -4.535 -1.412 -2.870
C10 5.183 4.278 -0.661
H16 4.024 6.593 1.795
H17 -6.739 -4.594 5.644
O2 1.541 6.802 -6.072
Al1 2.438 2.342 -1.369
N2 2.999 6.188 -0.060
H18 -9.657 -6.992 4.017
C11 1.231 -7.674 -0.152
N3 -8.261 -5.770 4.921
C12 -8.661 -6.566 3.910
C13 0.074 5.805 -0.277
C14 4.053 6.011 0.837
F4 -5.216 0.762 -3.345
C15 -1.191 -1.408 1.175
Li1 -10.487 -4.926 5.337
C16 1.848 -7.553 1.233
C17 5.664 1.331 -2.243
Br2 -1.136 0.529 0.909
F5 -6.762 -0.977 -3.387
H19 1.106 -7.236 1.968
H20 0.651 -8.601 -0.169
C18 5.166 5.099 0.603
C19 0.543 4.700 0.566
O3 0.793 6.980 -0.549
C20 -6.192 -5.440 3.744
H21 -5.993 -6.456 1.861
Cl1 -3.202 -4.027 3.615
C21 -1.269 5.653 -0.898
Br3 2.260 -2.474 -1.889
H22 2.246 8.178 0.297
P1 2.347 6.431 -4.833
H23 6.071 0.285 -2.215
O4 1.623 -5.477 -1.903
H24 5.942 5.038 1.403
O5 2.843 7.709 -4.159
O6 1.479 5.642 -3.845
H25 1.636 6.878 1.398
H26 -5.211 -4.971 3.708
C22 -1.516 3.294 0.133
Br4 -2.499 -1.948 2.518
F6 0.604 -4.612 1.369
O7 0.295 -6.650 -0.459
C23 -0.210 3.456 0.789
H27 -3.051 4.324 -1.208
C24 1.328 -4.476 0.244
H28 6.197 1.856 -3.090
C25 -6.629 -6.265 2.717
F7 1.236 -3.168 -0.102
H29 6.785 1.346 1.035

Forces on atoms 1 to 2 (eV/Å):
H -0.13 0.19 -0.05
C -0.05 0.82 2.68

Calculated values
Max |F|   3.9 eV Å⁻¹
Gap between HOMO and LUMO   0.0629 Eh
HOMO level   -5.9 eV
Calculated total energy   -13932.01241 a.u.


A structure of composition C25H29BN8O3S8SbTc in a non-equilibrium geometry, computed with ωB97M-V with the def2-TZVPD basis set.

Element x y z (Å)
C1 3.804 3.176 -1.866
S1 0.259 -2.912 -1.056
N1 0.389 2.740 1.048
H1 0.886 2.078 7.878
H2 0.394 1.192 -4.161
N2 3.611 1.842 -2.169
H3 -1.691 -1.253 4.458
H4 1.952 1.884 5.713
S2 0.326 -1.221 2.425
C2 -3.320 -0.858 -0.700
H5 -0.152 0.081 -5.475
H6 -3.519 -0.812 -1.763
H7 5.124 0.610 -2.979
H8 4.415 3.826 -2.474
H9 1.705 -4.841 -4.703
C3 -2.983 3.237 -0.111
C4 -1.745 -0.732 0.989
H10 -3.474 4.182 0.097
N3 -2.043 -0.716 -0.327
H11 3.536 0.438 -3.737
O1 1.742 -1.340 2.066
N4 2.499 2.239 -0.346
H12 -2.845 3.130 -1.180
H13 1.365 -0.279 -4.562
S3 -0.620 -0.751 -3.363
N5 0.134 1.482 7.585
C5 -3.895 -1.067 1.580
H14 -2.625 -2.428 -4.406
S4 2.458 -3.455 -0.101
C6 1.157 1.200 5.432
C7 -0.514 -2.382 -4.045
C8 0.363 0.158 -4.515
H15 -2.117 4.442 2.287
H16 -4.616 -1.218 2.378
C9 4.235 1.147 -3.304
S5 -1.030 -3.687 0.245
C10 0.759 -4.320 -4.628
H17 -1.729 -0.147 6.664
Sb1 1.857 -3.818 1.997
C11 -0.918 0.050 5.969
C12 -0.112 3.529 2.065
C13 0.125 0.923 6.350
C14 -0.903 -0.566 4.744
H18 -0.375 -5.937 -5.467
C15 2.800 1.299 -1.236
H19 1.666 0.882 1.233
O2 -0.231 -2.570 2.650
B1 1.806 2.048 1.056
H20 1.992 0.780 3.509
H21 -2.541 -4.756 -5.309
H22 0.491 3.817 2.913
C16 -0.580 2.554 0.142
Tc1 -0.027 -0.546 -1.066
H23 2.490 2.600 1.892
H24 1.625 -2.560 -3.747
C17 -0.414 -4.933 -5.059
C18 0.714 -3.039 -4.104
N6 -1.675 3.222 0.558
H25 -0.579 1.266 8.255
C19 3.114 3.416 -0.732
H26 3.019 4.323 -0.154
H27 4.513 1.884 -4.051
C20 -1.632 -4.270 -4.975
N7 -2.625 -0.910 1.964
C21 0.151 -0.298 3.858
H28 -5.337 -1.161 -0.030
C22 -4.299 -1.039 0.251
S6 2.239 -0.359 -1.375
C23 -1.692 -2.976 -4.466
N8 -0.385 -0.553 1.137
H29 -3.603 2.422 0.254
C24 -1.394 3.831 1.768
S7 -0.201 -5.279 1.016
C25 1.182 0.590 4.204
S8 -0.428 1.760 -1.404
O3 -2.026 -0.294 -3.481

Forces on atoms 1 to 2 (eV/Å):
C 0.09 -0.24 -0.21
S 1.26 -0.44 -0.58

Calculated values
Max |F|   1.8 eV Å⁻¹
Gap between HOMO and LUMO (alpha / beta)   0.1970 / 0.1964 Eh
Energy above the lowest of the compared OMol25 structures with the same formula, charge and spin   0.330 eV
HOMO level (alpha / beta)   -12.7 / -12.7 eV
Calculated total energy   -5164.84636 a.u.
Net charge   +2


A cluster of 9 separate species, C25H29Br4F7O21 in total in a non-equilibrium geometry, computed with ωB97M-V with the def2-TZVPD basis set.

Element x y z (Å)
O1 -3.809 -1.908 1.991
O2 3.519 4.103 1.654
H1 -2.822 -2.599 4.951
H2 6.126 -1.907 -2.250
F1 1.009 5.724 -2.640
O3 -0.203 -4.935 -1.973
C1 0.063 -5.847 -4.115
O4 4.339 2.125 1.393
C2 5.375 -1.454 -2.896
O5 -2.163 -3.110 0.848
O6 -4.941 1.268 1.002
H3 2.703 4.981 -1.874
H4 -2.796 2.618 -1.537
H5 1.679 3.409 -0.487
C3 0.893 0.146 -0.645
O7 0.569 -2.925 -2.477
F2 2.815 1.018 2.750
F3 -1.026 -5.564 -4.820
H6 0.263 -6.938 -2.334
O8 -4.388 3.270 1.915
O9 -2.314 -3.127 3.038
Br1 -1.887 1.275 -3.534
O10 -0.367 6.339 0.900
H7 -3.489 -0.755 3.693
H8 -0.771 -1.275 -0.016
H9 1.615 -3.737 -0.168
H10 -2.163 2.421 4.061
C4 -4.001 -1.664 3.375
F4 -3.980 2.307 4.678
O11 -1.265 0.670 0.177
O12 5.352 3.857 0.357
F5 0.959 0.813 -1.774
C5 0.399 -4.106 -2.748
O13 -0.139 4.493 -0.411
O14 4.021 1.767 -2.748
H11 -3.927 4.522 3.401
H12 4.234 2.141 3.458
C6 -4.519 2.244 -2.900
O15 3.431 -0.446 -2.473
H13 -2.602 4.101 2.318
C7 4.286 0.553 -2.798
Br2 1.540 -6.725 0.244
H14 3.638 -2.587 -2.547
C8 -3.166 2.448 3.634
C9 0.968 3.934 -1.125
O16 1.509 5.942 -0.401
H15 0.653 3.365 -2.000
C10 -0.615 -0.361 -0.588
C11 -0.406 -6.164 -2.710
Br3 1.305 -2.298 1.833
C12 -2.743 -2.758 1.848
H16 -4.305 2.932 -3.717
O17 5.564 -0.047 -2.839
C13 -3.242 1.861 -2.183
H17 0.036 -4.176 0.406
C14 3.568 2.024 2.603
F6 4.250 -1.759 -0.867
H18 1.675 -0.605 -0.532
H19 -3.444 1.096 -1.433
O18 0.918 0.976 0.485
C15 1.680 5.184 -1.557
H20 5.464 -1.809 -3.923
Br4 -6.021 2.729 -1.694
C16 0.286 5.649 0.112
H21 0.608 -6.661 -4.592
C17 4.056 -1.653 -2.170
H22 1.820 3.072 1.792
H23 2.560 -5.048 1.881
O19 -3.507 1.469 2.722
C18 1.524 -5.179 1.567
H24 -4.847 1.373 -3.469
H25 -1.030 -0.581 -1.572
O20 -0.583 2.183 1.730
H26 0.854 -5.398 2.399
H27 -5.051 -1.709 3.666
H28 2.416 3.788 3.345
C19 -3.481 3.709 2.829
C20 -0.320 1.314 0.889
O21 0.779 -4.708 -3.924
C21 4.437 3.399 1.041
C22 -4.352 1.977 1.792
C23 1.050 -3.951 0.739
C24 2.690 3.297 2.411
H29 -1.367 -6.673 -2.770
F7 -4.161 -3.859 4.295
C25 -3.289 -2.883 4.008

Forces on atoms 1 to 2 (eV/Å):
O 0.70 -0.59 -1.01
O 0.03 2.50 -0.35

Calculated values
Max |F|   5.3 eV Å⁻¹
Gap between HOMO and LUMO   0.3562 Eh
Energy above the lowest of the compared OMol25 structures with the same formula, charge and spin   1.394 eV
HOMO level   -9.8 eV
Calculated total energy   -13545.22668 a.u.
SMILES   O=C1OC[C@@H](F)O1.O=C1OC[C@@H](F)O1.O=C1OC[C@@H](F)O1.O=C1OC[C@@H](F)O1.O=C1OC[C@@H](F)O1.O=C1OC[C@@H](F)O1.O=C1OC[C@@H](F)O1.BrCCBr.BrCCBr


A structure of composition C25H29Cl5N5O3SbTa in a non-equilibrium geometry, computed with ωB97M-V with the def2-TZVPD basis set.

Element x y z (Å)
C1 -4.143 0.007 3.267
C2 -2.217 0.007 4.819
H1 -1.473 4.977 -5.295
N1 -1.607 1.581 -2.147
C3 -1.527 3.433 -3.794
C4 2.537 1.762 0.597
C5 -1.797 0.007 2.449
H2 1.294 3.117 -0.574
H3 1.074 2.663 1.939
H4 2.668 2.391 -1.485
Cl1 -1.597 0.007 6.447
C6 -1.316 0.007 3.747
H5 1.562 -3.238 2.654
C7 -1.761 1.187 -4.601
O1 -1.626 0.189 -1.916
H6 1.691 -3.127 0.852
C8 2.357 2.804 -0.507
H7 -0.109 -3.401 -0.448
H8 1.533 -0.742 2.802
C9 1.316 -2.618 1.765
C10 -1.570 -3.210 0.722
H9 2.175 -0.816 -3.687
C11 -1.677 3.021 -6.174
H10 3.687 -1.903 2.997
H11 -1.475 -3.701 -1.087
C12 -1.784 1.657 -5.920
Sb1 1.293 0.007 0.198
C13 -1.625 2.057 -3.503
H12 2.198 -1.964 -1.477
C14 -3.262 0.007 2.167
H13 -1.436 4.149 -2.983
H14 4.364 -0.963 -0.637
H15 2.292 1.609 2.753
H16 -1.883 0.949 -6.736
O2 -1.626 -2.077 0.198
C15 2.360 -0.866 -1.514
C16 1.711 -0.342 -2.797
Cl2 0.397 0.007 3.935
Ta1 -1.626 0.007 0.198
H17 2.770 3.244 2.177
C17 3.863 -0.575 -1.536
O3 -1.626 2.064 0.017
N2 -3.149 -2.285 3.735
H18 3.915 -0.339 2.148
Cl3 -5.865 0.007 3.023
H19 4.328 -1.065 -2.417
H20 2.985 3.696 -0.298
H21 -1.694 3.388 -7.195
C18 -2.620 -2.880 2.885
N3 -1.650 -6.183 2.600
H22 1.824 0.757 -2.879
Cl4 -4.187 0.007 0.369
N4 -1.240 2.395 -1.114
N5 -0.945 -3.956 -0.250
C19 3.457 -1.344 2.065
H23 0.628 -0.586 -2.797
H24 4.056 0.513 -1.601
H25 3.604 1.458 0.638
C20 -3.616 0.007 4.583
H26 3.907 -1.903 1.226
H27 0.212 -2.526 1.696
Cl5 -4.709 0.007 5.946
C21 -1.778 -5.078 2.254
C22 2.142 2.357 1.948
C23 -1.976 -3.707 1.914
C24 -1.551 3.910 -5.111
H28 -0.550 1.084 1.274
C25 1.944 -1.232 1.894
H29 -1.847 0.117 -4.422

Forces on atoms 1 to 2 (eV/Å):
C -0.56 0.78 -0.79
C -0.07 0.41 0.45

Calculated values
Max |F|   8.0 eV Å⁻¹
Gap between HOMO and LUMO   0.2414 Eh
Energy above the lowest of the compared OMol25 structures with the same formula, charge and spin   0.364 eV
HOMO level   -11.4 eV
Calculated total energy   -4067.18548 a.u.
Net charge   +1